A gas-phase ion, C8H12N4 (charge +2) in a non-equilibrium geometry. Source: the Open Molecules 2025 dataset; level of theory: wB97M-V/def2-TZVPD.

The geometry in XYZ format:
```
24
Properties=species:S:1:pos:R:3:forces:R:3:nbo_charge:R:1
C 3.495 -1.443 -0.447 -1.93 -3.37 -2.74 -0.801
C 2.929 -0.220 -0.074 -0.43 2.13 1.16 0.649
N 2.665 0.824 0.361 0.58 -2.68 -1.06 -0.053
N 1.927 1.779 0.780 0.30 1.56 0.69 -0.353
C 0.597 1.768 0.655 -3.25 -1.09 -0.82 0.015
C -0.092 0.798 0.084 -0.07 -1.05 -0.37 0.030
C -0.535 -0.540 -0.397 0.55 0.47 1.23 0.118
N -0.681 -1.538 0.632 -0.19 0.82 -0.82 -0.594
C -1.742 -1.115 1.512 1.37 0.38 -1.87 0.056
C -2.146 0.108 1.170 -0.65 -1.82 2.06 -0.144
N -1.516 0.517 -0.002 0.22 2.10 -2.10 -0.229
C -2.307 1.294 -0.987 -1.97 1.31 -1.69 -0.451
H 2.829 -2.413 -0.369 1.01 2.00 1.11 0.338
H 3.550 -1.569 -1.557 0.65 0.91 0.52 0.323
H 4.443 -1.535 0.016 1.03 -0.38 0.56 0.331
H 2.315 2.577 1.207 1.30 0.80 0.41 0.457
H -0.025 2.584 1.021 0.85 0.27 0.22 0.281
H -0.485 -0.800 -1.461 -0.01 -0.08 0.47 0.268
H -0.580 -2.428 0.192 -0.64 -1.11 0.63 0.422
H -2.066 -1.693 2.331 -0.09 -0.62 0.75 0.269
H -2.800 0.719 1.751 -0.39 0.46 -0.22 0.276
H -1.631 1.935 -1.653 -0.86 -1.08 1.10 0.254
H -3.028 0.664 -1.695 1.73 0.95 1.87 0.278
H -2.963 1.987 -0.355 0.89 -0.88 -1.09 0.259
```
Forces are in eV/Å.

The total energy comes out at -14428.3428 eV. The calculation puts the molar mass at 164.21 Da. As for the charge: +2. Its LUMO energy is -0.2869 Eh.